(1)
Entry from the Open Molecules 2025 dataset: a single C5H15N3 molecule (wB97M-V/def2-TZVPD).

Geometry as XYZ:
```
23
Properties=species:S:1:pos:R:3:forces:R:3
C -1.2989 -2.7223 0.6791 2.79 -1.01 -1.67
N -0.1470 -1.8604 0.1958 -1.12 0.41 0.99
C 0.6237 -1.3105 1.3380 0.65 -0.52 -1.30
C 1.0511 0.1644 1.0825 0.27 -1.71 -0.17
N -0.1309 0.9072 0.7370 -0.49 0.25 -0.26
C 0.0026 2.0283 -0.1763 1.64 0.22 -0.14
C 0.5222 1.6902 -1.5903 1.43 -0.12 -0.81
N -0.4000 1.5887 -2.7234 -0.49 0.03 0.68
H -1.1468 -3.7305 0.2500 -0.43 0.39 -0.50
H -1.1141 -3.0147 1.7048 -1.01 0.90 0.73
H -2.1839 -2.2735 0.2624 -0.83 -0.20 0.87
H -0.6044 -1.0348 -0.1819 0.08 -0.04 -0.16
H 1.4862 -1.9944 1.3618 0.13 0.57 0.75
H 0.0645 -1.3707 2.2772 0.01 0.05 0.07
H 1.6902 0.4176 1.9339 -0.47 0.80 0.37
H 1.7551 0.2178 0.2515 -0.20 -0.22 -0.21
H -0.6920 1.1810 1.5245 0.00 -0.10 0.30
H -0.9385 2.5740 -0.2078 -0.05 0.01 -0.12
H 0.7900 2.7108 0.2040 -0.46 0.15 0.07
H 1.2008 0.8227 -1.6196 -0.69 -0.29 0.47
H 1.2996 2.4148 -1.8833 -0.56 0.57 0.34
H -1.2919 1.9681 -2.4166 -0.03 -0.18 -0.42
H -0.5375 0.6261 -3.0032 -0.18 0.05 0.13
```
Positions in Å, forces in eV/Å.

## Properties
energy relative to the best compared isomer or geometry (same formula, charge and spin): 2.252 eV
SMILES: CNCCNCCN
calculated total energy: -363.70433 a.u.
frontier orbital gap: 9.58 eV

Charges per atom according to natural (NBO) partitioning, unit e: -0.44 -0.63 -0.23 -0.24 -0.65 -0.22 -0.25 -0.83 0.19 0.19 0.20 0.36 0.19 0.16 0.18 0.20 0.37 0.20 0.16 0.20 0.18 0.35 0.36

***

(2)
Entry from the Open Molecules 2025 dataset: a molecular structure, CH3ClN2 (wB97M-V/def2-TZVPD).

Geometry as XYZ:
```
7
Properties=species:S:1:pos:R:3:forces:R:3
C -0.6940 0.6757 -0.0276 2.73 -2.15 -0.25
N 1.3124 -0.8482 0.3390 -0.08 0.41 0.92
N 0.5900 -0.5508 -0.5744 -2.31 1.79 -0.02
Cl -2.2027 -0.1566 0.0770 -0.16 -0.10 -0.10
H -0.3375 0.9879 0.9507 -0.04 0.02 -0.10
H -0.6757 1.4352 -0.7910 -0.06 0.07 -0.19
H 2.0074 -1.5432 0.0264 -0.07 -0.03 -0.26
```
Positions in Å, forces in eV/Å.

## Properties
energy relative to the best compared isomer or geometry (same formula, charge and spin): 3.179 eV
calculated total energy: -609.51587 a.u.
frontier orbital gap: 9.83 eV

Charges per atom according to natural (NBO) partitioning, unit e: -0.30 -0.34 -0.08 -0.01 0.20 0.20 0.33

***

(3)
Entry from the Open Molecules 2025 dataset: 2 unconnected molecules or ions with the total composition C4H11NO (wB97M-V/def2-TZVPD).

Geometry as XYZ:
```
17
Properties=species:S:1:pos:R:3:forces:R:3
C -2.1898 -0.5892 -0.1987 0.81 -0.72 -0.92
C -1.1884 -1.2554 0.4298 -1.11 -1.59 1.21
C -0.1659 -0.8680 1.4791 0.07 3.50 -3.53
C 1.2210 -0.9905 0.8761 1.96 -1.31 1.92
N 1.5053 -2.3658 0.3734 1.03 0.28 -0.65
H -2.0783 0.2299 -0.9127 -0.11 1.12 1.53
H -3.1034 -1.1394 -0.3957 0.34 -0.59 -0.77
H -1.1912 -2.3543 0.3098 -0.89 0.28 0.77
H -0.3108 -1.1971 2.5042 -0.05 -0.81 -0.37
H -0.2795 0.2327 1.5139 -0.07 -0.15 0.56
H 1.6197 -0.2512 0.1725 -1.11 0.27 -0.07
H 1.8607 -0.8261 1.7608 0.28 -0.18 -0.31
H 1.6175 -2.3114 -0.6404 -0.81 -0.04 -0.01
H 2.4874 -2.5801 0.5665 -0.34 -0.07 0.64
O 0.3469 5.5389 -2.8274 0.49 0.61 -0.17
H -0.1044 6.0527 -2.1527 -0.12 -0.21 0.02
H -0.0468 4.6743 -2.8584 -0.37 -0.40 0.16
```
Positions in Å, forces in eV/Å.

## Properties
energy relative to the best compared isomer or geometry (same formula, charge and spin): 3.389 eV
SMILES: C=CCCN.O
calculated total energy: -288.89246 a.u.
frontier orbital gap: 9.17 eV

Charges per atom according to natural (NBO) partitioning, unit e: -0.44 -0.14 -0.46 -0.22 -0.84 0.20 0.19 0.19 0.24 0.21 0.19 0.18 0.35 0.35 -0.94 0.47 0.47

***

(4)
Entry from the Open Molecules 2025 dataset: a single C25H27FN6O3 molecule (wB97M-V/def2-TZVPD).

Geometry as XYZ:
```
62
Properties=species:S:1:pos:R:3:forces:R:3
C -5.4745 -1.5723 0.8654 0.02 -0.15 0.01
O -5.6916 -0.1878 0.7374 -0.15 0.23 -0.04
C -4.6103 0.6358 0.7191 0.25 0.06 0.03
C -4.8992 2.0017 0.5515 0.11 -0.16 0.01
C -3.8984 2.9378 0.5250 0.00 -0.10 0.02
C -2.5658 2.5415 0.6684 -0.16 -0.77 0.10
N -1.5447 3.4501 0.6639 0.09 0.42 0.08
C -0.2072 3.1539 0.7274 -0.39 0.01 0.13
O 0.6301 4.0412 0.6933 0.31 0.21 -0.10
C 0.0995 1.7283 0.8533 -0.05 -0.25 0.31
C 1.5535 1.3590 0.8432 0.01 -0.02 0.11
N 1.9688 0.8361 -0.4629 0.05 0.10 -0.02
C 1.5502 1.7308 -1.5409 0.16 0.08 0.01
C 0.1310 1.4938 -1.9078 -0.41 -0.53 -0.52
N -0.8106 2.3959 -2.0724 0.99 0.50 0.21
N -1.9031 1.7403 -2.4396 -0.85 0.33 -0.25
N -1.6887 0.4956 -2.5183 -0.28 -1.18 -0.26
N -0.4090 0.2830 -2.1948 0.40 1.57 0.20
C 0.1919 -1.0270 -2.1898 -0.05 -0.64 -0.23
C -0.6151 -1.9808 -1.3468 0.16 0.00 0.01
C -0.1110 -2.4533 -0.1425 -0.09 -0.05 -0.21
C -0.8588 -3.3076 0.6495 -0.21 -0.15 0.10
C -2.1157 -3.6841 0.2132 0.10 0.12 -0.03
F -2.8570 -4.5087 0.9826 0.06 0.06 -0.07
C -2.6367 -3.2369 -0.9882 -0.01 -0.14 0.15
C -1.8801 -2.3779 -1.7638 0.07 -0.11 0.09
C 3.4014 0.5868 -0.4958 0.06 -0.35 -0.03
C 3.8047 -0.6065 0.3952 -0.28 0.29 0.05
C 4.5029 -0.1989 1.6980 0.01 -0.17 -0.12
C 5.9719 -0.1983 1.2818 -0.09 -0.15 -0.17
C 6.0079 -1.3732 0.3074 0.36 -0.12 0.19
O 4.7300 -1.4289 -0.3063 -0.05 0.07 -0.13
C -0.8903 0.8111 0.9298 0.35 0.35 0.09
C -2.2645 1.1784 0.8322 -0.30 0.56 -0.09
C -3.2977 0.2317 0.8539 -0.33 -0.03 -0.01
H -4.8706 -1.9560 0.0382 0.00 0.01 0.04
H -4.9881 -1.8190 1.8145 0.02 0.01 -0.03
H -6.4617 -2.0305 0.8382 0.08 -0.02 0.01
H -5.9326 2.2878 0.4397 -0.12 0.06 -0.02
H -4.1306 3.9827 0.3870 -0.06 0.13 -0.02
H -1.7704 4.4250 0.5061 0.16 -0.14 0.02
H 1.7450 0.5812 1.5858 0.01 0.06 0.05
H 2.1320 2.2605 1.1011 0.00 -0.15 0.03
H 1.6630 2.7924 -1.2813 0.02 -0.06 -0.10
H 2.1626 1.5286 -2.4260 0.01 0.03 0.11
H 0.2315 -1.3888 -3.2238 0.08 0.07 0.13
H 1.2019 -0.9205 -1.7911 -0.18 0.00 -0.11
H 0.8769 -2.1552 0.1759 0.11 0.06 0.04
H -0.4823 -3.6801 1.5891 0.02 -0.06 0.09
H -3.6127 -3.5681 -1.3062 -0.10 -0.04 -0.01
H -2.2780 -2.0001 -2.6921 -0.05 0.00 -0.08
H 3.9780 1.4838 -0.2166 0.04 0.03 -0.03
H 3.6734 0.3135 -1.5188 0.00 0.04 0.07
H 2.9078 -1.2111 0.5782 0.04 0.10 0.01
H 4.3317 -0.9537 2.4669 -0.02 0.01 0.04
H 4.1650 0.7657 2.0675 -0.06 0.03 0.05
H 6.2199 0.7298 0.7659 0.05 0.04 0.01
H 6.6536 -0.3322 2.1179 0.05 0.04 0.02
H 6.1877 -2.3171 0.8403 0.04 0.10 -0.05
H 6.7627 -1.2635 -0.4753 -0.03 -0.03 0.08
H -0.6494 -0.2390 1.0271 0.05 -0.08 0.03
H -3.0302 -0.8068 0.9698 0.00 -0.17 0.00
```
Positions in Å, forces in eV/Å.

## Properties
SMILES: COc1ccc2[nH]c(=O)c(CN(Cc3nnnn3Cc3ccc(F)cc3)C[C@@H]3CCCO3)cc2c1
calculated total energy: -1622.96378 a.u.
frontier orbital gap: 7.99 eV

Charges per atom according to natural (NBO) partitioning, unit e: -0.25 -0.49 0.29 -0.21 -0.21 0.17 -0.55 0.63 -0.65 -0.07 -0.27 -0.45 -0.29 0.36 -0.32 -0.06 -0.08 -0.20 -0.24 -0.07 -0.13 -0.31 0.39 -0.32 -0.29 -0.16 -0.25 0.10 -0.43 -0.43 -0.07 -0.53 -0.16 -0.04 -0.28 0.18 0.18 0.20 0.23 0.21 0.42 0.20 0.21 0.24 0.22 0.22 0.25 0.21 0.23 0.23 0.24 0.17 0.22 0.18 0.21 0.22 0.20 0.22 0.16 0.19 0.22 0.22